# 1
{
  "formula": "C28H72O16S10",
  "method": "the ωB97M-V functional and the def2-TZVPD basis",
  "elements": ["C", "C", "C", "O", "C", "O", "O", "H", "H", "H", "H", "H", "H", "C", "C", "C", "O", "C", "O", "O", "H", "H", "H", "H", "H", "H", "C", "S", "O", "C", "H", "H", "H", "H", "H", "H", "C", "S", "O", "C", "H", "H", "H", "H", "H", "H", "C", "S", "O", "C", "H", "H", "H", "H", "H", "H", "C", "S", "O", "C", "H", "H", "H", "H", "H", "H", "C", "S", "O", "C", "H", "H", "H", "H", "H", "H", "C", "S", "O", "C", "H", "H", "H", "H", "H", "H", "C", "S", "O", "C", "H", "H", "H", "H", "H", "H", "C", "S", "O", "C", "H", "H", "H", "H", "H", "H", "C", "S", "O", "C", "H", "H", "H", "H", "H", "H", "C", "S", "O", "C", "H", "H", "H", "H", "H", "H"],
  "xyz": [[6.80, -0.32, 4.29], [6.57, -1.27, 3.09], [6.60, -0.61, 1.71], [7.33, -1.52, 0.96], [7.86, -2.42, 1.68], [8.58, -3.32, 1.20], [7.63, -2.17, 2.96], [7.01, -0.79, 5.26], [5.87, 0.19, 4.55], [7.61, 0.39, 4.12], [5.67, -1.87, 3.25], [6.88, 0.44, 1.62], [5.59, -0.62, 1.31], [0.01, 7.20, 1.27], [-0.31, 5.78, 0.88], [0.61, 5.15, -0.08], [1.04, 4.00, 0.62], [0.31, 3.86, 1.69], [0.41, 2.83, 2.34], [-0.30, 4.94, 1.98], [0.30, 7.75, 0.37], [0.86, 7.33, 1.93], [-0.83, 7.67, 1.78], [-1.31, 5.75, 0.43], [1.44, 5.81, -0.35], [0.09, 4.88, -1.00], [6.45, 4.33, 2.61], [5.03, 3.50, 1.77], [5.65, 2.23, 1.14], [4.18, 2.87, 3.33], [6.08, 5.02, 3.36], [7.10, 4.72, 1.83], [6.97, 3.51, 3.11], [4.88, 2.29, 3.93], [3.41, 2.16, 3.01], [3.77, 3.68, 3.93], [3.03, 1.92, -1.53], [3.09, 1.94, -3.35], [2.73, 0.48, -3.61], [1.54, 2.88, -3.81], [3.23, 2.92, -1.13], [3.88, 1.28, -1.31], [2.07, 1.53, -1.20], [0.82, 2.30, -3.24], [1.51, 2.90, -4.90], [1.56, 3.93, -3.52], [1.85, -2.97, -2.33], [0.47, -3.90, -1.46], [-0.21, -2.87, -0.54], [-0.76, -4.15, -2.80], [1.44, -2.09, -2.83], [2.41, -3.62, -3.00], [2.52, -2.46, -1.63], [-1.26, -3.19, -2.98], [-1.55, -4.78, -2.38], [-0.32, -4.51, -3.72], [-1.96, 1.73, -0.24], [-1.78, 2.01, -2.03], [-3.14, 2.26, -2.58], [-1.33, 0.33, -2.59], [-0.96, 1.56, 0.16], [-2.53, 0.83, 0.00], [-2.37, 2.56, 0.34], [-1.36, 0.38, -3.67], [-1.97, -0.48, -2.22], [-0.36, 0.18, -2.11], [-1.99, -0.45, 4.13], [-3.80, -0.26, 3.97], [-4.08, -0.32, 2.43], [-4.26, -1.90, 4.59], [-1.62, 0.46, 3.65], [-1.66, -1.23, 3.45], [-1.66, -0.57, 5.16], [-3.51, -2.25, 5.29], [-4.21, -2.55, 3.72], [-5.21, -1.87, 5.13], [2.04, -0.85, 3.86], [2.68, -0.45, 2.20], [3.64, -1.59, 1.83], [1.12, -0.58, 1.29], [2.93, -1.09, 4.45], [1.30, -1.64, 3.76], [1.46, -0.04, 4.31], [0.57, -1.47, 1.58], [1.28, -0.59, 0.22], [0.44, 0.22, 1.58], [3.69, -5.56, 1.19], [1.93, -5.70, 1.88], [1.98, -6.77, 2.93], [1.61, -4.07, 2.64], [4.39, -5.55, 2.02], [3.77, -4.59, 0.70], [3.96, -6.38, 0.52], [1.66, -3.25, 1.93], [2.38, -3.88, 3.39], [0.59, -4.06, 3.03], [4.36, -4.54, 7.88], [4.52, -3.36, 6.43], [3.10, -3.34, 5.88], [5.55, -4.60, 5.50], [5.35, -4.93, 8.13], [3.67, -5.34, 7.64], [4.05, -3.89, 8.70], [5.00, -5.49, 5.19], [6.46, -4.85, 6.03], [5.91, -4.13, 4.59], [-2.14, -3.47, 1.77], [-2.15, -4.87, 2.96], [-2.15, -4.09, 4.30], [-3.88, -5.47, 2.69], [-1.26, -2.85, 1.91], [-3.01, -2.84, 1.97], [-2.07, -3.74, 0.71], [-4.66, -4.75, 2.94], [-4.03, -6.30, 3.38], [-4.05, -5.69, 1.63], [0.04, -0.29, 8.04], [-0.93, -1.83, 7.93], [-2.35, -1.43, 7.46], [-0.09, -2.54, 6.44], [1.09, -0.46, 8.26], [-0.37, 0.40, 8.78], [-0.11, 0.30, 7.13], [0.85, -2.95, 6.82], [0.15, -1.79, 5.69], [-0.65, -3.33, 5.95]],
  "homo_lumo_gap_ha": 0.29446,
  "homo_ev": -8.16,
  "total_energy_ha": -6295.3852,
  "de_lowest_kj_mol": 237.5,
  "lumo_ev": -0.1
}

---

# 2
{
  "formula": "H12MnO6",
  "method": "the ωB97M-V functional and the def2-TZVPD basis",
  "elements": ["Mn", "O", "H", "H", "O", "H", "H", "O", "H", "H", "O", "H", "H", "O", "H", "H", "O", "H", "H"],
  "xyz": [[0.00, -0.02, 0.04], [-0.43, -1.21, -1.67], [-1.03, -0.85, -2.34], [0.07, -1.91, -2.13], [0.68, -1.89, 0.87], [0.08, -2.61, 1.15], [1.57, -2.29, 0.87], [-0.61, 1.88, -0.72], [0.00, 2.47, -1.19], [-1.51, 2.14, -1.00], [-2.08, -0.26, 0.63], [-2.41, -0.23, 1.54], [-2.81, -0.61, 0.10], [1.95, 0.57, -0.70], [2.75, 0.48, -0.16], [2.27, 0.58, -1.62], [0.35, 1.03, 1.83], [0.49, 1.99, 1.83], [0.68, 0.71, 2.68]],
  "multiplicity": 6,
  "homo_lumo_gap_ha": [0.40312, 0.49790],
  "homo_ev": [-17.96, -20.52],
  "total_energy_ha": -1609.1522,
  "charge": 2,
  "de_lowest_kj_mol": 8.1,
  "lumo_ev": [-7.0, -7.0]
}

---

# 3
{
  "formula": "C4H8N2O",
  "method": "the ωB97M-V functional and the def2-TZVPD basis",
  "elements": ["C", "C", "O", "C", "N", "C", "N", "H", "H", "H", "H", "H", "H", "H", "H"],
  "xyz": [[0.53, 1.35, -0.10], [0.66, -0.06, 0.51], [0.88, 0.04, 1.90], [-0.62, -0.86, 0.26], [-1.59, -0.67, 1.05], [1.80, -0.76, -0.12], [2.65, -1.31, -0.68], [1.40, 1.93, 0.19], [-0.37, 1.82, 0.32], [0.45, 1.32, -1.19], [-0.01, 0.01, 2.29], [-0.63, -1.56, -0.59], [-1.11, -0.11, -2.57], [-2.40, -1.22, 0.81], [-1.62, 0.08, -2.07]],
  "homo_lumo_gap_ha": 0.42460,
  "homo_ev": -10.88,
  "total_energy_ha": -341.8970,
  "de_lowest_kj_mol": 280.0,
  "lumo_ev": 0.7,
  "smiles": "[H]/N=C/[C@@](C)(O)C#N.[H][H]"
}

---

# 4
{
  "formula": "C18H27N3O6S",
  "method": "the ωB97M-V functional and the def2-TZVPD basis",
  "elements": ["C", "C", "H", "H", "O", "C", "O", "N", "C", "H", "C", "N", "C", "O", "C", "H", "O", "C", "C", "C", "C", "C", "C", "H", "H", "S", "O", "O", "N", "H", "C", "C", "H", "H", "H", "C", "H", "H", "H", "H", "H", "H", "H", "C", "H", "C", "H", "H", "H", "H", "H", "H", "H", "H", "H"],
  "xyz": [[-2.76, 1.05, -5.32], [-2.18, -0.18, -4.62], [-2.86, -1.03, -4.70], [-1.21, -0.43, -5.06], [-2.03, 0.04, -3.22], [-0.91, 0.71, -2.85], [-0.07, 1.10, -3.62], [-0.84, 0.86, -1.50], [-1.90, 0.55, -0.58], [-2.67, -0.02, -1.09], [-2.48, 1.86, -0.01], [-1.41, 2.62, 0.60], [-1.44, 2.84, 1.93], [-2.40, 2.54, 2.61], [-0.22, 3.52, 2.58], [-0.38, 3.46, 3.66], [1.04, 2.99, 2.21], [1.29, 1.67, 2.40], [0.42, 0.77, 3.02], [0.76, -0.57, 3.10], [1.95, -1.01, 2.57], [2.84, -0.12, 1.98], [2.51, 1.21, 1.90], [3.18, 1.93, 1.45], [3.77, -0.50, 1.59], [2.33, -2.75, 2.63], [2.29, -3.19, 4.00], [3.52, -2.99, 1.87], [0.96, -3.41, 1.93], [0.66, -4.20, 2.48], [0.90, -3.67, 0.49], [1.29, -2.40, -0.26], [0.69, -1.56, 0.09], [1.12, -2.53, -1.32], [2.34, -2.18, -0.09], [1.79, -4.84, 0.09], [2.83, -4.62, 0.34], [1.72, -5.02, -0.98], [1.49, -5.75, 0.61], [-0.14, -3.91, 0.27], [0.10, -1.28, 3.57], [-0.52, 1.10, 3.44], [-0.19, 4.57, 2.29], [-0.35, 2.95, -0.34], [0.43, 3.52, 0.14], [0.23, 1.66, -0.94], [0.93, 1.90, -1.73], [0.73, 1.08, -0.16], [-0.79, 3.55, -1.14], [-3.23, 1.65, 0.75], [-2.93, 2.44, -0.82], [-1.49, -0.05, 0.24], [-3.71, 1.33, -4.85], [-2.07, 1.88, -5.24], [-2.93, 0.83, -6.36]],
  "homo_lumo_gap_ha": 0.35446,
  "homo_ev": -9.09,
  "total_energy_ha": -1716.0231,
  "de_lowest_kj_mol": 74.0,
  "lumo_ev": 0.6,
  "smiles": "CCOC(=O)N1CCN(C(=O)COc2ccc(S(=O)(=O)NC(C)C)cc2)CC1"
}

---

# 5
{
  "formula": "C5H9NO",
  "method": "the ωB97M-V functional and the def2-TZVPD basis",
  "elements": ["C", "C", "C", "C", "N", "C", "O", "H", "H", "H", "H", "H", "H", "H", "H", "H"],
  "xyz": [[1.22, 0.89, 0.10], [-0.22, -0.14, 0.15], [0.09, -1.33, 1.01], [-0.41, 1.12, 0.70], [-1.87, -0.04, -1.44], [-0.62, -0.37, -1.32], [0.30, -0.81, -2.06], [1.45, 0.14, -0.72], [1.91, 0.76, 0.93], [1.30, 1.83, -0.44], [0.48, -1.06, 1.99], [0.78, -2.00, 0.49], [-0.86, -1.85, 1.13], [-0.50, 1.25, 1.78], [-0.90, 1.86, 0.08], [-2.17, -0.26, -2.39]],
  "homo_lumo_gap_ha": 0.32378,
  "homo_ev": -8.32,
  "total_energy_ha": -325.7996,
  "de_lowest_kj_mol": 362.3,
  "lumo_ev": 0.5
}

---

# 6
{
  "formula": "C3H12N2OS",
  "method": "the ωB97M-V functional and the def2-TZVPD basis",
  "elements": ["N", "C", "C", "S", "C", "N", "H", "H", "H", "H", "H", "H", "H", "H", "H", "H", "H", "H", "O"],
  "xyz": [[1.85, -0.22, 0.09], [0.42, 0.08, 0.05], [0.11, 1.54, 0.44], [1.50, 2.60, 1.04], [-0.31, -0.21, -1.25], [-0.25, -1.61, -1.65], [2.35, 0.08, -0.74], [2.38, 1.58, 1.07], [2.04, -1.18, 0.35], [-0.04, -0.51, 0.84], [-0.67, 1.62, 1.19], [-0.27, 2.11, -0.41], [-1.32, 0.19, -1.16], [0.21, 0.39, -2.02], [-0.17, -2.19, -0.82], [-1.10, -1.88, -2.14], [-2.97, -0.83, 1.39], [-1.70, -1.09, 2.21], [-2.07, -0.49, 1.53]],
  "multiplicity": 2,
  "homo_lumo_gap_ha": [0.09115, 0.31943],
  "homo_ev": [0.65, -5.61],
  "total_energy_ha": -704.3889,
  "charge": -1,
  "de_lowest_kj_mol": 15.1,
  "lumo_ev": [3.1, 3.1]
}

---

# 7
{
  "formula": "C4H11N3O2",
  "method": "the ωB97M-V functional and the def2-TZVPD basis",
  "elements": ["C", "C", "O", "O", "H", "H", "H", "C", "C", "N", "N", "N", "H", "H", "H", "H", "H", "H", "H", "H"],
  "xyz": [[2.93, -2.48, 1.82], [1.86, -1.62, 1.11], [0.71, -1.82, 0.82], [2.17, -0.35, 1.10], [2.66, -2.45, 2.88], [3.78, -1.96, 1.63], [2.91, -3.39, 1.26], [-1.86, 0.31, -2.20], [-1.07, 1.43, -0.31], [-0.74, 0.74, -1.40], [-2.09, 2.41, -0.30], [-0.23, 1.35, 0.66], [-0.08, 0.05, -1.19], [-2.36, 1.19, -2.64], [-2.59, -0.40, -1.92], [-2.76, 2.53, -1.08], [-2.62, 2.39, 0.61], [1.26, 0.21, 0.97], [-0.38, 2.07, 1.35], [-1.51, -0.20, -3.17]],
  "homo_lumo_gap_ha": 0.36498,
  "homo_ev": -9.20,
  "total_energy_ha": -473.7444,
  "de_lowest_kj_mol": 153.2,
  "lumo_ev": 0.7,
  "smiles": "[H]/N=C(\\N)NC.CC(=O)O"
}

---

# 8
{
  "formula": "C8H12NP",
  "method": "the ωB97M-V functional and the def2-TZVPD basis",
  "elements": ["C", "C", "C", "C", "C", "C", "C", "C", "N", "P", "H", "H", "H", "H", "H", "H", "H", "H", "H", "H", "H", "H"],
  "xyz": [[0.93, 1.04, 0.93], [0.94, -0.39, 1.20], [-0.06, 1.37, 0.07], [-0.02, -0.98, 0.41], [-1.29, 0.46, -2.84], [1.81, -1.35, 1.99], [-0.59, 2.64, -0.49], [-0.46, -2.40, 0.19], [-0.59, 0.03, -0.38], [-1.88, -0.21, -1.45], [1.39, 1.74, 1.72], [-1.87, 0.67, -3.81], [-0.37, 1.09, -2.81], [2.44, -2.10, 1.53], [2.34, -0.83, 2.75], [1.04, -1.91, 2.51], [-0.78, 3.42, 0.29], [0.31, 3.00, -1.00], [-1.39, 2.59, -1.22], [0.10, -2.89, -0.53], [-0.58, -2.83, 1.15], [-1.42, -2.18, -0.20]],
  "homo_lumo_gap_ha": 0.29240,
  "homo_ev": -7.70,
  "total_energy_ha": -708.0565,
  "de_lowest_kj_mol": 85.0,
  "lumo_ev": 0.3,
  "smiles": "C=Pn1c(C)cc(C)c1C"
}